# 1
{"formula": "C44H121N11O11", "method": "ωB97M-V/def2-TZVPD", "elements": ["C", "C", "C", "O", "C", "N", "H", "H", "H", "H", "H", "H", "H", "H", "H", "H", "H", "C", "C", "C", "O", "C", "N", "H", "H", "H", "H", "H", "H", "H", "H", "H", "H", "H", "C", "C", "C", "O", "C", "N", "H", "H", "H", "H", "H", "H", "H", "H", "H", "H", "H", "C", "C", "C", "O", "C", "N", "H", "H", "H", "H", "H", "H", "H", "H", "H", "H", "H", "C", "C", "C", "O", "C", "N", "H", "H", "H", "H", "H", "H", "H", "H", "H", "H", "H", "C", "C", "C", "O", "C", "N", "H", "H", "H", "H", "H", "H", "H", "H", "H", "H", "H", "C", "C", "C", "O", "C", "N", "H", "H", "H", "H", "H", "H", "H", "H", "H", "H", "H", "C", "C", "C", "O", "C", "N", "H", "H", "H", "H", "H", "H", "H", "H", "H", "H", "H", "C", "C", "C", "O", "C", "N", "H", "H", "H", "H", "H", "H", "H", "H", "H", "H", "H", "C", "C", "C", "O", "C", "N", "H", "H", "H", "H", "H", "H", "H", "H", "H", "H", "H", "C", "C", "C", "O", "C", "N", "H", "H", "H", "H", "H", "H", "H", "H", "H", "H", "H"], "coordinates": [[24.820, 11.490, 18.316], [23.950, 11.048, 17.088], [22.504, 10.549, 17.413], [22.488, 9.467, 18.377], [21.293, 9.102, 19.090], [23.950, 12.109, 16.116], [24.343, 12.180, 19.012], [25.765, 11.950, 18.028], [25.108, 10.639, 18.933], [24.409, 10.223, 16.543], [22.013, 10.372, 16.456], [21.871, 11.335, 17.826], [21.095, 9.817, 19.888], [21.417, 8.096, 19.491], [20.493, 9.028, 18.354], [23.560, 11.634, 15.314], [24.925, 12.204, 15.871], [14.215, 10.582, 17.823], [13.024, 9.846, 17.086], [11.897, 9.263, 17.974], [12.244, 8.148, 18.723], [11.209, 7.736, 19.650], [12.545, 10.800, 16.107], [14.711, 9.844, 18.453], [13.797, 11.340, 18.485], [15.040, 10.986, 17.235], [13.520, 9.051, 16.529], [11.058, 8.968, 17.344], [11.627, 10.001, 18.730], [10.227, 7.760, 19.178], [11.208, 8.450, 20.473], [11.344, 6.742, 20.076], [12.438, 11.690, 16.574], [11.676, 10.632, 15.621], [9.558, 18.250, 11.254], [10.910, 17.580, 11.579], [11.151, 17.480, 13.093], [12.493, 17.006, 13.238], [12.927, 17.132, 14.599], [10.705, 16.231, 11.056], [9.565, 19.288, 11.587], [8.683, 17.803, 11.727], [9.228, 18.381, 10.223], [11.665, 18.089, 10.979], [10.446, 16.740, 13.473], [11.004, 18.419, 13.627], [12.784, 18.146, 14.973], [13.996, 16.929, 14.543], [12.418, 16.491, 15.318], [11.582, 15.781, 11.276], [10.048, 15.878, 11.738], [18.487, 17.685, 23.790], [19.091, 16.759, 22.677], [19.131, 17.542, 21.321], [17.833, 17.589, 20.810], [17.709, 17.814, 19.420], [20.366, 16.247, 23.120], [19.162, 18.535, 23.889], [18.541, 17.184, 24.756], [17.463, 17.987, 23.570], [18.479, 15.892, 22.427], [19.672, 16.819, 20.711], [19.730, 18.451, 21.381], [16.682, 17.810, 19.055], [18.233, 17.045, 18.853], [18.069, 18.753, 19.000], [20.875, 17.091, 23.339], [20.775, 15.872, 22.276], [22.962, 18.780, 17.015], [22.213, 17.627, 16.286], [20.994, 18.201, 15.630], [19.989, 18.555, 16.574], [18.851, 19.239, 16.039], [23.121, 16.959, 15.309], [23.758, 18.379, 17.642], [22.307, 19.372, 17.655], [23.328, 19.459, 16.246], [21.965, 16.801, 16.952], [20.545, 17.439, 14.994], [21.141, 19.098, 15.028], [18.096, 19.458, 16.794], [18.404, 18.787, 15.154], [19.178, 20.225, 15.706], [23.902, 16.616, 15.849], [22.688, 16.083, 15.052], [19.665, 7.476, 12.756], [19.094, 8.920, 12.457], [19.157, 9.835, 13.691], [18.075, 9.527, 14.594], [18.042, 10.300, 15.781], [19.873, 9.461, 11.409], [19.585, 6.784, 11.917], [19.079, 7.063, 13.576], [20.715, 7.490, 13.048], [18.057, 8.852, 12.128], [19.049, 10.878, 13.393], [20.124, 9.749, 14.188], [17.221, 9.928, 16.393], [17.828, 11.324, 15.474], [18.907, 10.408, 16.435], [19.325, 10.186, 10.970], [20.015, 8.845, 10.621], [11.272, 12.897, 19.840], [11.193, 13.310, 18.348], [10.237, 14.543, 18.160], [10.464, 15.097, 16.870], [9.495, 16.056, 16.538], [12.477, 13.637, 17.895], [11.587, 11.865, 19.990], [10.256, 12.816, 20.226], [11.838, 13.523, 20.530], [10.961, 12.428, 17.751], [10.413, 15.350, 18.871], [9.202, 14.299, 18.396], [9.311, 16.851, 17.261], [8.588, 15.469, 16.395], [9.822, 16.525, 15.610], [12.725, 14.306, 18.610], [12.276, 14.311, 17.169], [15.861, 14.342, 15.959], [16.906, 15.438, 15.868], [18.344, 14.975, 16.345], [18.782, 13.863, 15.555], [19.956, 13.332, 16.049], [16.828, 15.954, 14.495], [15.988, 13.521, 15.254], [14.860, 14.704, 15.723], [15.835, 13.821, 16.916], [16.492, 16.260, 16.452], [18.213, 14.693, 17.389], [19.085, 15.772, 16.275], [20.193, 12.481, 15.410], [19.956, 13.128, 17.119], [20.786, 13.988, 15.790], [16.965, 15.101, 13.972], [17.490, 16.677, 14.249], [19.438, 15.573, 12.406], [18.636, 14.394, 11.864], [19.516, 13.203, 11.368], [20.372, 13.564, 10.312], [19.810, 13.658, 9.015], [17.810, 13.785, 12.914], [20.178, 15.859, 11.659], [20.084, 15.197, 13.200], [18.828, 16.446, 12.641], [18.098, 14.792, 11.004], [18.845, 12.366, 11.174], [20.191, 12.875, 12.158], [18.984, 12.968, 8.842], [20.574, 13.512, 8.252], [19.465, 14.690, 8.951], [18.435, 13.573, 13.679], [17.441, 12.895, 12.611], [12.340, 13.293, 13.715], [13.372, 12.718, 12.867], [14.208, 13.755, 12.062], [13.351, 14.518, 11.224], [13.961, 15.630, 10.695], [14.212, 11.836, 13.679], [11.620, 12.571, 14.101], [11.832, 14.094, 13.178], [12.776, 13.727, 14.615], [12.886, 12.086, 12.124], [14.968, 13.342, 11.400], [14.718, 14.410, 12.769], [13.286, 16.084, 9.970], [14.915, 15.395, 10.222], [14.176, 16.324, 11.508], [13.678, 11.433, 14.435], [14.742, 12.448, 14.283], [11.211, 19.228, 20.252], [11.520, 17.746, 19.776], [12.965, 17.453, 19.381], [13.223, 16.030, 19.248], [14.629, 15.751, 18.929], [11.139, 16.972, 20.918], [11.630, 19.956, 19.556], [11.461, 19.431, 21.293], [10.147, 19.452, 20.185], [11.008, 17.433, 18.866], [13.690, 17.812, 20.111], [13.236, 17.852, 18.404], [14.792, 14.675, 18.869], [15.329, 16.180, 19.647], [14.933, 16.096, 17.941], [11.536, 17.496, 21.685], [11.616, 16.090, 21.040]], "gap_ev": 8.956, "de_lowest_kcal_mol": 115.7, "spin_multiplicity": 1, "homo_ha": -0.317, "smiles": "COC[C@H](C)N.COC[C@H](C)N.COC[C@H](C)N.COC[C@H](C)N.COC[C@H](C)N.COC[C@H](C)N.COC[C@H](C)N.COC[C@H](C)N.COC[C@H](C)N.COC[C@H](C)N.COC[C@H](C)N", "largest_force_ev_per_a": 2.8, "lumo_ev": 0.333}

# 2
{"formula": "C44H121N9O13", "method": "ωB97M-V/def2-TZVPD", "elements": ["C", "C", "C", "O", "H", "H", "H", "H", "H", "H", "H", "H", "C", "C", "C", "O", "H", "H", "H", "H", "H", "H", "H", "H", "C", "C", "C", "O", "H", "H", "H", "H", "H", "H", "H", "H", "C", "C", "C", "O", "H", "H", "H", "H", "H", "H", "H", "H", "C", "C", "C", "O", "H", "H", "H", "H", "H", "H", "H", "H", "C", "O", "N", "N", "H", "H", "H", "H", "C", "C", "C", "O", "C", "N", "H", "H", "H", "H", "H", "H", "H", "H", "H", "H", "H", "C", "C", "C", "O", "C", "N", "H", "H", "H", "H", "H", "H", "H", "H", "H", "H", "H", "C", "C", "C", "O", "C", "N", "H", "H", "H", "H", "H", "H", "H", "H", "H", "H", "H", "C", "C", "C", "O", "C", "N", "H", "H", "H", "H", "H", "H", "H", "H", "H", "H", "H", "C", "C", "C", "O", "C", "N", "H", "H", "H", "H", "H", "H", "H", "H", "H", "H", "H", "C", "C", "C", "O", "C", "N", "H", "H", "H", "H", "H", "H", "H", "H", "H", "H", "H", "C", "C", "C", "O", "C", "N", "H", "H", "H", "H", "H", "H", "H", "H", "H", "H", "H"], "coordinates": [[1.223, 2.810, -2.729], [2.579, 2.583, -3.411], [2.796, 3.572, -4.563], [3.617, 2.707, -2.452], [0.417, 2.798, -3.458], [1.153, 3.730, -2.129], [1.068, 1.989, -2.031], [2.806, 1.571, -3.777], [2.012, 3.621, -5.292], [3.771, 3.334, -5.034], [2.843, 4.606, -4.174], [3.585, 3.603, -2.097], [0.198, -1.199, -0.946], [0.936, -0.311, 0.053], [-0.096, 0.346, 0.978], [1.792, -1.024, 0.954], [0.983, -1.662, -1.556], [-0.388, -0.635, -1.659], [-0.432, -1.931, -0.426], [1.483, 0.480, -0.464], [-0.742, 0.916, 0.370], [0.402, 0.906, 1.791], [-0.724, -0.418, 1.433], [2.566, -1.306, 0.430], [-0.388, 4.151, 5.606], [-0.429, 2.917, 4.742], [0.855, 2.130, 4.829], [-1.599, 2.236, 5.043], [-0.209, 3.813, 6.648], [-1.340, 4.692, 5.566], [0.465, 4.753, 5.304], [-0.491, 3.248, 3.717], [0.777, 1.197, 4.262], [1.062, 1.809, 5.845], [1.714, 2.716, 4.506], [-1.632, 1.378, 4.646], [-2.575, -5.190, -2.115], [-2.482, -4.065, -1.081], [-2.880, -2.734, -1.715], [-3.407, -4.137, 0.036], [-3.559, -5.090, -2.612], [-2.499, -6.196, -1.729], [-1.842, -5.025, -2.924], [-1.435, -4.027, -0.755], [-2.635, -1.899, -1.075], [-3.958, -2.778, -1.875], [-2.385, -2.581, -2.686], [-3.093, -4.740, 0.717], [-2.492, 3.848, 1.450], [-2.314, 5.323, 1.491], [-2.058, 5.815, 2.911], [-1.135, 5.689, 0.815], [-3.416, 3.507, 1.881], [-1.623, 3.329, 1.905], [-2.513, 3.576, 0.370], [-3.120, 5.914, 1.078], [-2.117, 6.889, 2.996], [-1.126, 5.433, 3.289], [-2.882, 5.454, 3.535], [-1.083, 5.328, -0.082], [3.821, -0.992, -1.910], [2.821, -0.682, -2.506], [4.002, -2.235, -1.377], [4.779, -0.069, -1.629], [4.939, -2.389, -1.021], [3.356, -2.999, -1.476], [5.432, -0.249, -0.899], [4.610, 0.872, -1.957], [0.378, -4.691, 1.692], [-0.747, -3.806, 2.100], [-1.830, -4.439, 2.892], [-2.346, -5.624, 2.333], [-3.203, -6.487, 3.083], [-0.271, -2.688, 2.881], [1.016, -5.047, 2.509], [0.957, -4.215, 0.907], [0.003, -5.569, 1.181], [-1.129, -3.383, 1.171], [-2.664, -3.713, 2.962], [-1.456, -4.676, 3.904], [-4.098, -5.921, 3.360], [-2.675, -6.899, 3.966], [-3.524, -7.311, 2.440], [0.238, -2.054, 2.281], [0.392, -2.977, 3.595], [2.149, 3.295, 0.984], [2.798, 4.602, 1.479], [3.045, 5.621, 0.347], [4.040, 5.122, -0.490], [5.327, 5.623, -0.138], [1.897, 5.106, 2.591], [1.093, 3.522, 0.673], [2.117, 2.540, 1.809], [2.644, 2.874, 0.085], [3.790, 4.344, 1.902], [3.259, 6.620, 0.705], [2.138, 5.650, -0.278], [6.040, 5.268, -0.904], [5.627, 5.280, 0.855], [5.288, 6.745, -0.186], [0.951, 5.377, 2.312], [2.262, 5.940, 3.048], [-4.398, 0.640, 4.320], [-3.692, -0.651, 3.941], [-3.440, -0.631, 2.452], [-4.602, -0.525, 1.674], [-5.333, -1.732, 1.489], [-2.435, -0.727, 4.689], [-5.333, 0.661, 3.779], [-3.734, 1.466, 4.020], [-4.527, 0.683, 5.418], [-4.375, -1.470, 4.241], [-2.821, -1.499, 2.088], [-2.909, 0.307, 2.259], [-4.695, -2.608, 1.446], [-5.866, -1.617, 0.529], [-6.128, -1.807, 2.284], [-1.832, -1.488, 4.426], [-2.548, -0.696, 5.683], [-7.982, 1.232, -0.695], [-6.776, 2.093, -1.235], [-5.414, 1.299, -0.987], [-4.306, 2.008, -1.506], [-3.011, 1.431, -1.345], [-7.151, 2.322, -2.643], [-7.967, 0.270, -1.211], [-8.886, 1.771, -0.963], [-7.918, 1.095, 0.397], [-6.728, 3.085, -0.717], [-5.510, 0.269, -1.376], [-5.346, 1.197, 0.112], [-2.329, 2.193, -1.650], [-2.907, 0.617, -2.067], [-2.819, 1.079, -0.352], [-7.146, 1.439, -3.142], [-6.511, 2.912, -3.145], [7.539, 1.867, 4.026], [6.641, 2.163, 2.833], [5.259, 1.578, 2.823], [5.353, 0.188, 2.992], [4.272, -0.337, 3.793], [6.472, 3.606, 2.594], [8.429, 2.504, 3.962], [7.896, 0.824, 4.066], [7.044, 2.094, 4.951], [7.145, 1.764, 1.930], [4.779, 1.803, 1.882], [4.621, 2.094, 3.547], [4.292, 0.073, 4.803], [4.322, -1.435, 3.832], [3.342, -0.071, 3.286], [7.321, 4.019, 2.232], [6.157, 4.097, 3.417], [2.733, -4.177, -4.382], [1.647, -5.148, -4.027], [1.023, -4.733, -2.670], [1.877, -4.659, -1.539], [2.338, -5.914, -1.060], [0.630, -5.408, -5.050], [3.497, -4.162, -3.586], [2.416, -3.156, -4.480], [3.219, -4.500, -5.310], [2.089, -6.122, -3.824], [0.224, -5.432, -2.464], [0.637, -3.728, -2.670], [2.972, -5.730, -0.207], [2.907, -6.435, -1.819], [1.495, -6.511, -0.769], [0.299, -4.600, -5.536], [0.957, -6.080, -5.718], [-1.681, -1.082, -5.033], [-0.178, -1.140, -5.090], [0.274, -1.697, -6.464], [-0.276, -3.034, -6.614], [-0.317, -3.431, -7.972], [0.362, 0.211, -4.982], [-2.121, -0.518, -4.208], [-2.093, -2.088, -5.067], [-2.044, -0.594, -5.948], [0.158, -1.846, -4.288], [1.361, -1.757, -6.474], [0.016, -0.972, -7.248], [-0.886, -2.774, -8.635], [-0.704, -4.464, -8.077], [0.715, -3.450, -8.296], [1.347, 0.135, -5.264], [0.327, 0.493, -4.041]], "gap_ev": 9.316, "de_lowest_kcal_mol": 0.0, "spin_multiplicity": 1, "homo_ha": -0.324, "largest_force_ev_per_a": 2.3, "lumo_ev": 0.487}